(1)
The following is a DFT calculation (ωB97M-V with the def2-TZVPD basis set) of C34H31AlF9N5O11 as an isolated structure in a non-equilibrium geometry.

Each line ends with the Löwdin charge.
Atoms and positions in Å:
N -0.23452 -1.72435 3.71779  0.120
C 0.48760 -2.86960 4.22446  -0.478
O 1.29926 -2.69232 5.15612  -0.030
C 0.21625 -4.27776 3.58658  -0.204
C 1.51837 -5.00152 3.03101  -0.275
Al 2.05613 -4.45836 1.13012  0.324
C 2.20215 -2.38825 1.13747  -0.237
C 3.42503 -1.83317 0.28256  -0.167
C 3.02377 -0.70641 -0.76698  -0.337
F 1.98469 0.06996 -0.25628  0.059
F 4.17359 0.12200 -0.90136  0.023
C 2.69714 -1.41345 -2.15505  -0.263
F 3.86167 -1.29498 -2.94721  0.076
F 2.44036 -2.76066 -2.05551  0.138
C 1.52261 -0.76298 -3.00136  -0.212
F 1.76852 -1.11717 -4.35093  0.047
F 1.50776 0.62490 -2.98354  0.109
C 0.08130 -1.39969 -2.68646  -0.397
F -0.95821 -0.58649 -3.11946  0.105
F -0.09455 -1.68732 -1.36537  0.147
F -0.04532 -2.58332 -3.39970  0.128
C 0.44712 -4.87192 -0.11385  -0.696
O 0.67659 -5.46358 -1.22260  -0.233
O -0.81896 -4.48297 0.22771  -0.305
H -0.17868 -1.77222 2.68522  0.075
H 0.24032 -0.86209 4.00740  0.034
H -0.61619 -4.16613 2.82675  0.090
H -0.21250 -4.92713 4.42097  0.103
H 2.37080 -4.75267 3.74403  0.039
H 1.32106 -6.12468 3.05310  0.045
H 3.39006 -5.16788 0.61509  -0.081
H 2.36689 -2.07784 2.21929  0.038
H 1.18907 -2.01430 0.81406  0.035
H 4.12542 -1.31984 1.02133  0.107
H 4.05662 -2.64471 -0.19811  0.102
C 5.54400 1.43815 5.29953  -0.080
C 4.78341 0.83289 4.30554  -0.053
C 3.39678 0.89247 4.35780  0.023
C 2.78392 1.56568 5.40943  -0.134
C 3.53639 2.16723 6.41183  -0.010
C 4.92234 2.10066 6.35343  -0.082
N 1.32276 1.65020 5.45260  -0.324
O 0.70366 1.09369 4.56394  0.051
O 0.81240 2.27250 6.36853  0.079
H 6.62714 1.39427 5.25275  0.102
H 5.27162 0.31624 3.48742  0.110
H 2.81337 0.41655 3.57783  0.122
H 3.06188 2.68771 7.23464  0.114
H 5.51984 2.56834 7.12774  0.100
C 1.14907 -1.56109 -7.05865  -0.054
C 1.47647 -0.29372 -7.52842  -0.055
C 1.92033 -0.12857 -8.83419  -0.008
C 2.02811 -1.24129 -9.66282  -0.157
C 1.70977 -2.51357 -9.19842  -0.007
C 1.26940 -2.66973 -7.89007  -0.047
N 2.47170 -1.06856 -11.04780  -0.355
O 2.76095 0.05874 -11.41747  0.058
O 2.52408 -2.06008 -11.75766  0.060
H 0.79813 -1.68562 -6.04373  0.093
H 1.38234 0.56651 -6.87565  0.111
H 2.17259 0.86283 -9.18974  0.114
H 1.79692 -3.38303 -9.83835  0.115
H 1.01596 -3.65549 -7.51780  0.115
C -1.25015 0.90759 0.44315  -0.036
C -2.04875 1.60987 -0.45294  -0.052
C -2.47193 2.89619 -0.14625  -0.029
C -2.08648 3.47351 1.06085  -0.165
C -1.29388 2.77323 1.96558  0.010
C -0.87712 1.48574 1.65091  -0.035
N -2.51007 4.84039 1.37722  -0.348
O -3.22189 5.42209 0.56819  0.040
O -2.12717 5.32730 2.42746  0.067
H -0.91647 -0.09441 0.19905  0.101
H -2.33834 1.15399 -1.39254  0.103
H -3.09339 3.43258 -0.85347  0.109
H -0.99385 3.21379 2.90861  0.118
H -0.25727 0.93305 2.34596  0.085
C -8.24477 4.37386 0.06893  -0.082
C -8.84107 4.09964 1.29508  -0.079
C -8.11157 3.47595 2.29926  -0.008
C -6.78378 3.13544 2.06511  -0.135
C -6.18306 3.39928 0.84040  0.010
C -6.91988 4.02076 -0.15997  -0.060
N -6.00350 2.49965 3.13251  -0.343
O -6.57246 2.26804 4.18767  0.070
O -4.83431 2.24400 2.90839  0.095
H -8.81550 4.86611 -0.71164  0.102
H -9.87502 4.37534 1.46895  0.102
H -8.58502 3.26687 3.25056  0.116
H -5.15017 3.13157 0.65129  0.101
H -6.45965 4.23356 -1.11784  0.110

## Properties
LUMO level: 2.256 eV
spin multiplicity: 1
Kohn-Sham gap: 2.187 eV
molecular weight: 883.61 u
total charge: -2

---

(2)
The following is a DFT calculation (ωB97M-V with the def2-TZVPD basis set) of C37H66Br20O3 as an isolated structure in a non-equilibrium geometry.

Each line ends with the Löwdin charge.
Atoms and positions in Å:
C -7.88006 0.06468 0.66438  -0.152
O -6.91401 0.54732 -0.33476  -0.272
C -5.65174 -0.25857 -0.28937  -0.186
C -4.41789 0.64490 0.30301  -0.181
C -3.27771 1.05159 -0.83950  -0.197
C -2.10560 -0.08657 -1.01512  -0.210
C -2.32046 -1.10305 -2.28360  -0.240
C -0.93591 -1.65353 -2.96794  -0.201
C 0.27589 -1.96455 -1.91123  -0.202
C 1.54002 -0.91766 -2.12068  -0.198
C 2.41985 -0.96735 -0.73954  -0.220
C 1.74533 -0.08943 0.51429  -0.127
C 3.01441 0.11037 1.58677  -0.139
C 3.66092 1.44324 1.72318  -0.191
C 4.95112 1.53965 2.76363  -0.228
O 5.38487 2.74006 3.18144  -0.066
C 5.74458 0.15401 3.25326  0.027
C 5.07942 -1.19375 3.10317  0.013
C 3.54800 -1.18869 2.43321  -0.177
O 2.77156 -2.28403 2.60959  -0.117
H -8.72237 0.89931 0.80222  0.104
H -8.45037 -0.91516 0.34325  0.099
H -7.43879 -0.13083 1.73048  0.085
H -5.46521 -0.71517 -1.35091  0.124
H -5.87202 -1.11767 0.50169  0.121
H -4.88854 1.68477 0.64810  0.032
H -3.93305 0.17477 1.27757  0.122
H -2.73578 2.01704 -0.39680  0.106
H -3.75176 1.39907 -1.86132  0.103
H -1.88705 -0.69225 -0.01566  0.116
H -1.09506 0.51184 -1.22991  0.110
H -3.03658 -2.01239 -2.02639  0.116
H -2.88988 -0.49207 -3.13192  -0.003
H -1.20071 -2.68517 -3.50040  0.116
H -0.58530 -0.92021 -3.82027  0.097
H 0.68458 -3.04806 -2.12016  0.085
H -0.02120 -1.92182 -0.77956  0.100
H 1.22134 0.18667 -2.33736  0.109
H 2.24873 -1.34685 -2.98122  0.111
H 3.47913 -0.49628 -0.94425  0.083
H 2.60955 -2.09132 -0.39444  0.108
H 0.82520 -0.63603 1.00613  0.121
H 1.44308 0.98904 0.10114  0.122
H 3.29992 2.39508 1.13192  0.078
H 6.83418 0.22084 3.72502  0.128
H 5.56556 -2.20467 3.45734  0.125
Br 5.54388 -0.24037 -3.32519  0.619
C 6.04289 -2.12582 -3.32576  -0.679
C 5.41843 -2.85742 -2.16047  -0.721
Br 6.36014 -2.46986 -0.49708  0.619
H 7.13577 -2.16690 -3.32887  0.054
H 5.66647 -2.51906 -4.27431  0.055
H 5.50758 -3.93931 -2.29194  0.000
H 4.36765 -2.60057 -1.99958  0.020
Br -2.63586 1.55164 -4.89567  0.661
C -1.74533 2.04357 -6.55967  -0.664
C -0.38437 1.39552 -6.66419  -0.685
Br 0.92066 2.30857 -5.53855  0.599
H -1.70957 3.13616 -6.59182  0.034
H -2.40611 1.68282 -7.35296  0.055
H 0.00726 1.48300 -7.68140  0.060
H -0.38094 0.34298 -6.36732  0.051
Br 1.93149 -5.42365 -0.34291  0.607
C 3.30951 -5.24493 1.02569  -0.677
C 4.53799 -6.05119 0.67373  -0.700
Br 4.25686 -7.95100 1.01364  0.610
H 2.85534 -5.53825 1.97635  0.060
H 3.54434 -4.17719 1.05469  0.024
H 5.37985 -5.76988 1.31238  0.059
H 4.83457 -5.95502 -0.37450  0.023
Br -6.07331 1.64981 4.61873  0.595
C -6.23757 3.57455 4.34977  -0.694
C -6.25317 3.92216 2.87939  -0.675
Br -4.46172 3.83205 2.11360  0.649
H -5.41667 4.04485 4.89841  0.052
H -7.18630 3.84726 4.82053  0.058
H -6.57372 4.95707 2.73121  0.058
H -6.88847 3.26063 2.28378  0.051
Br 3.75484 -8.85117 -4.63490  0.612
C 5.09760 -7.44473 -4.48369  -0.691
C 4.80834 -6.53583 -3.31180  -0.683
Br 3.36013 -5.29528 -3.72115  0.620
H 5.12126 -6.92127 -5.44364  0.053
H 6.04524 -7.97106 -4.33870  0.060
H 5.67209 -5.90193 -3.09307  0.047
H 4.51987 -7.07512 -2.40519  0.040
Br -5.36548 -1.28857 -8.76689  0.595
C -6.48172 -0.52590 -7.36109  -0.692
C -5.64101 0.01751 -6.22927  -0.721
Br -4.96496 -1.42059 -5.09847  0.623
H -7.17891 -1.30794 -7.04737  0.053
H -7.04047 0.27884 -7.84716  0.056
H -6.24553 0.64105 -5.56483  0.059
H -4.77385 0.59064 -6.56921  -0.004
Br -3.51071 5.50822 -5.16658  0.610
C -5.39245 5.61341 -5.66849  -0.686
C -5.89029 4.29157 -6.20514  -0.691
Br -5.27986 3.99712 -8.03395  0.600
H -5.48675 6.43552 -6.38355  0.054
H -5.91804 5.87783 -4.74659  0.060
H -6.98209 4.28663 -6.26582  0.060
H -5.55945 3.43169 -5.61595  0.036
Br 1.85323 2.73111 2.96415  0.875
C 0.73698 3.49378 4.36995  -0.644
C 1.57770 4.03719 5.50176  -0.669
Br 2.25375 2.59909 6.63256  0.679
H 0.03980 2.71174 4.68366  0.057
H 0.17824 4.29852 3.88387  0.059
H 0.97318 4.66073 6.16620  0.050
H 2.44486 4.61032 5.16182  0.061
Br 3.75690 -0.95739 8.59846  0.587
C 1.87515 -0.85220 8.09655  -0.708
C 1.37731 -2.17404 7.55991  -0.692
Br 1.98774 -2.46849 5.73110  0.644
H 1.78086 -0.03009 7.38149  -0.027
H 1.34956 -0.58778 9.01845  0.062
H 0.28551 -2.17898 7.49922  0.057
H 1.70815 -3.03392 8.14910  0.051
Br 4.62545 3.31393 10.71663  0.593
C 4.93283 4.18487 8.99880  -0.700
C 4.57074 5.65072 9.05600  -0.687
Br 2.63795 5.90356 8.99073  0.593
H 4.36339 3.62585 8.25093  -0.016
H 6.00154 4.05903 8.80365  0.061
H 4.95594 6.17758 8.17863  0.059
H 4.92763 6.15092 9.96067  0.052

## Properties
LUMO level: -1.642 eV
spin multiplicity: 1
Kohn-Sham gap: 7.539 eV
molecular weight: 2157.01 u

---

(3)
The following is a DFT calculation (ωB97M-V with the def2-TZVPD basis set) of C23H17N5O6SSeW as an isolated structure.

Each line ends with the Löwdin charge.
Atoms and positions in Å:
W -0.00803 0.12164 -0.37208  1.714
O 0.98623 -2.96696 -2.62206  0.216
C 0.69355 -2.37530 -1.64342  -0.489
O -0.23978 -1.35178 -1.61837  -0.249
C 1.16844 -2.64188 -0.23427  -0.157
C 1.64928 -3.81133 0.31346  0.080
C 1.62698 -3.92526 1.70762  0.044
C 1.00054 -2.95579 2.49013  0.081
C 0.53299 -1.82469 1.84932  -0.124
N 0.76624 -1.65350 0.55653  -0.023
C -0.55888 -0.87541 2.28337  -0.436
O -0.98687 -0.70747 3.36532  0.245
O -1.11395 -0.32223 1.12693  -0.194
H 1.96960 -4.62504 -0.32254  0.148
H 1.99990 -4.82742 2.17392  0.138
H 0.81438 -3.10329 3.54504  0.149
N 3.31501 7.17460 1.76475  0.172
C 2.56522 6.06789 1.67826  -0.275
C 3.07403 4.90423 1.04967  0.003
C 2.31446 3.77157 0.96941  -0.057
C 1.01787 3.76714 1.51212  -0.327
C 0.49719 4.91053 2.14478  -0.027
C 1.25925 6.04190 2.22026  0.007
S 0.04353 2.39228 1.42978  0.729
O 0.93755 1.16326 1.34952  -0.445
O -1.01526 2.41469 2.37268  -0.193
N -0.51488 2.10256 -0.09447  -0.207
C -1.77285 2.06647 -0.66648  -0.440
N -2.72251 2.95474 -0.65558  0.204
C -3.80025 2.61618 -1.37604  -0.028
C -3.90207 1.43019 -2.10170  0.013
C -2.84798 0.54199 -2.04431  -0.021
N -1.78516 0.87654 -1.30558  -0.005
H 4.25556 7.19803 1.41177  0.124
H 2.97766 7.99506 2.23750  0.125
H 4.08162 4.91110 0.65520  0.126
H 2.72117 2.87598 0.51857  0.082
H -0.49396 4.88603 2.57681  0.128
H 0.86913 6.92267 2.71273  0.129
H -4.61471 3.33026 -1.37038  0.136
H -4.78638 1.20563 -2.67834  0.127
H -2.82977 -0.41535 -2.54840  0.143
Se 2.26524 0.45996 -1.25700  0.977
C 1.06311 1.12692 -2.58452  -0.645
C 0.67055 0.32953 -3.67702  -0.086
C -0.06716 0.88870 -4.70009  -0.029
C -0.39006 2.24250 -4.66232  -0.009
C 0.04633 3.05663 -3.61691  -0.036
C 0.77986 2.50906 -2.58659  -0.124
H 0.94455 -0.71502 -3.71851  0.105
H -0.37206 0.27846 -5.53919  0.128
H -0.96380 2.67687 -5.47116  0.127
H -0.17201 4.11588 -3.62659  0.125
H 1.13906 3.13032 -1.77794  0.101

## Properties
LUMO level: -8.076 eV
spin multiplicity: 1
Kohn-Sham gap: 5.628 eV
molecular weight: 754.29 u
total charge: +2